C6H17N2 | the ωB97M-V functional and the def2-TZVPD basis

Computed properties:
2S+1: 1
HOMO-LUMO gap (eV): 6.685
ΔE to the lowest compared entry with this formula, charge and spin (kcal/mol): 90.3
HOMO energy (eV): -13.86
Energy (eV): -9468.119
Molar mass (g mol⁻¹): 117.2
Total charge: +1

Atoms and positions in Å:
1 N -0.50 1.16 -3.82
2 C 0.29 0.29 -0.31
3 C -0.55 0.94 0.69
4 C -1.37 -0.19 1.46
5 C -2.22 0.46 2.56
6 C 1.75 0.16 -0.06
7 N 2.22 -1.13 0.50
8 C 1.98 -2.26 -0.43
9 H -0.02 1.73 -3.13
10 H -1.34 0.96 -3.29
11 H -0.80 1.86 -4.49
12 H -0.02 0.31 -1.35
13 H 0.09 1.38 1.45
14 H -1.24 1.68 0.29
15 H -0.78 -1.05 1.77
16 H -2.04 -0.55 0.68
17 H -1.66 1.10 3.25
18 H -2.92 1.10 2.02
19 H -2.79 -0.29 3.10
20 H 2.35 0.33 -0.96
21 H 2.05 0.93 0.66
22 H 1.69 -1.27 1.36
23 H 2.79 -2.27 -1.15
24 H 1.02 -2.18 -0.95
25 H 2.01 -3.20 0.12

***

C13H18FeNO5 | the ωB97M-V functional and the def2-TZVPD basis

Computed properties:
2S+1: 5
HOMO-LUMO gap (alpha / beta) (eV): 7.185 / 5.132
ΔE to the lowest compared entry with this formula, charge and spin (kcal/mol): 16.8
HOMO energy (alpha / beta) (eV): -11.06 / -12.06
Energy (eV): -59874.326
Molar mass (g mol⁻¹): 324.1
Total charge: +1

Atoms and positions in Å:
1 C 3.75 -1.98 0.08
2 O 3.00 -2.11 -1.13
3 C 1.62 -2.00 -1.07
4 C 0.98 -0.72 -1.23
5 C -0.24 -0.58 -0.38
6 C -1.17 -1.65 -0.77
7 C -0.63 -2.85 -1.20
8 C 0.77 -3.11 -1.07
9 Fe 0.30 -1.80 -2.77
10 C -0.37 -0.36 -3.53
11 O -0.79 0.40 -4.29
12 C -0.39 -2.89 -3.99
13 O -0.76 -3.27 -5.02
14 C 1.76 -1.74 -3.74
15 O 2.57 -1.65 -4.57
16 H 4.80 -1.95 -0.22
17 H 3.49 -1.04 0.60
18 H 3.56 -2.84 0.73
19 H 1.64 0.14 -1.39
20 H 0.08 -0.73 0.67
21 H -0.68 0.42 -0.46
22 H -2.25 -1.52 -0.67
23 H -1.26 -3.70 -1.51
24 H 1.19 -4.12 -1.04
25 C -2.62 4.11 3.57
26 C -1.49 3.57 2.72
27 O -0.28 3.96 3.38
28 C -1.54 2.06 2.53
29 N -0.43 1.61 1.72
30 H -3.60 3.85 3.17
31 H -2.55 3.69 4.59
32 H -2.56 5.20 3.65
33 H -1.52 4.05 1.73
34 H 0.45 3.51 2.93
35 H -1.45 1.58 3.51
36 H -2.51 1.81 2.07
37 H -0.45 0.61 1.63
38 H -0.43 2.04 0.80

***

C12H17N2O | the ωB97M-V functional and the def2-TZVPD basis

Computed properties:
2S+1: 1
HOMO-LUMO gap (eV): 9.870
ΔE to the lowest compared entry with this formula, charge and spin (kcal/mol): 113.4
HOMO energy (eV): -12.64
Energy (eV): -17737.484
SMILES string: CC(C)[C@@]1(C(=[NH2+])NO)Cc2ccccc21
Molar mass (g mol⁻¹): 205.3
Total charge: +1

Atoms and positions in Å:
1 C -0.78 -1.37 2.39
2 C -1.26 -0.48 1.22
3 C -1.61 0.85 1.91
4 C -0.15 -0.43 0.12
5 C 1.21 0.05 0.87
6 N 2.09 -0.79 1.33
7 N 1.40 1.34 0.90
8 O 2.54 1.92 1.47
9 C -0.02 -1.85 -0.63
10 C -0.21 -0.94 -1.89
11 C -0.05 -0.92 -3.23
12 C -0.19 0.32 -3.82
13 C -0.31 1.49 -3.18
14 C -0.42 1.49 -1.79
15 C -0.32 0.25 -1.19
16 H -1.49 -1.48 3.05
17 H -0.04 -0.64 2.77
18 H -0.30 -2.23 2.05
19 H -2.10 -0.95 0.78
20 H -0.95 1.34 2.59
21 H -2.55 0.65 2.46
22 H -2.01 1.63 1.17
23 H 2.14 -1.71 1.36
24 H 2.90 -0.36 1.72
25 H 0.71 1.92 0.32
26 H 2.30 2.56 2.08
27 H -0.82 -2.69 -0.53
28 H 1.01 -2.32 -0.52
29 H 0.15 -1.84 -3.86
30 H -0.07 0.32 -4.90
31 H -0.29 2.42 -3.79
32 H -0.53 2.44 -1.23

***

C48H132N12O12 | the ωB97M-V functional and the def2-TZVPD basis

Computed properties:
2S+1: 1
HOMO-LUMO gap (eV): 8.915
ΔE to the lowest compared entry with this formula, charge and spin (kcal/mol): 75.8
HOMO energy (eV): -8.44
Energy (eV): -94359.990
SMILES string: COC[C@H](C)N.COC[C@H](C)N.COC[C@H](C)N.COC[C@H](C)N.COC[C@H](C)N.COC[C@H](C)N.COC[C@H](C)N.COC[C@H](C)N.COC[C@H](C)N.COC[C@H](C)N.COC[C@H](C)N.COC[C@H](C)N
Molar mass (g mol⁻¹): 1069.7

Atoms and positions in Å:
1 C 1.97 -4.34 0.36
2 O 1.76 -5.23 1.42
3 C 1.57 -4.60 2.67
4 C 0.42 -3.60 2.79
5 C 0.33 -2.95 4.18
6 N -0.93 -4.16 2.52
7 H 2.95 -3.85 0.34
8 H 1.14 -3.64 0.29
9 H 1.92 -4.88 -0.59
10 H 1.40 -5.35 3.44
11 H 2.51 -4.05 2.85
12 H 0.59 -2.77 2.10
13 H 1.21 -2.32 4.33
14 H 0.24 -3.73 4.94
15 H -0.52 -2.28 4.27
16 H -1.16 -4.67 3.37
17 H -0.81 -4.93 1.85
18 C 4.16 2.98 -7.20
19 O 4.42 2.74 -5.85
20 C 4.24 1.41 -5.39
21 C 5.28 1.19 -4.28
22 C 6.70 1.17 -4.86
23 N 4.94 -0.03 -3.54
24 H 4.86 2.41 -7.83
25 H 4.43 4.01 -7.43
26 H 3.11 2.86 -7.50
27 H 3.23 1.35 -4.97
28 H 4.35 0.60 -6.12
29 H 5.21 1.99 -3.54
30 H 6.81 1.97 -5.59
31 H 6.88 0.22 -5.37
32 H 7.40 1.19 -4.02
33 H 4.10 -0.52 -3.86
34 H 5.64 -0.74 -3.76
35 C 9.74 -4.34 -1.08
36 O 8.79 -3.41 -1.58
37 C 7.50 -3.61 -0.98
38 C 6.54 -2.59 -1.60
39 C 5.08 -2.79 -1.21
40 N 6.62 -2.71 -3.08
41 H 10.70 -3.85 -0.99
42 H 9.83 -5.15 -1.82
43 H 9.39 -4.86 -0.19
44 H 7.12 -4.62 -1.17
45 H 7.67 -3.39 0.08
46 H 6.95 -1.61 -1.34
47 H 4.77 -3.84 -1.34
48 H 4.42 -2.25 -1.87
49 H 4.82 -2.68 -0.15
50 H 6.46 -3.69 -3.30
51 H 7.62 -2.63 -3.26
52 C -3.18 5.38 3.29
53 O -2.35 4.67 2.39
54 C -1.90 5.38 1.26
55 C -1.05 4.50 0.37
56 C -0.54 5.37 -0.77
57 N -1.85 3.38 -0.20
58 H -3.42 4.67 4.07
59 H -4.07 5.71 2.74
60 H -2.63 6.23 3.70
61 H -2.79 5.72 0.71
62 H -1.27 6.21 1.61
63 H -0.27 4.09 1.02
64 H 0.12 6.12 -0.33
65 H -1.31 5.80 -1.41
66 H 0.00 4.76 -1.51
67 H -2.15 2.89 0.64
68 H -1.17 2.80 -0.69
69 C 2.49 0.00 2.54
70 O 2.20 -0.37 3.87
71 C 3.19 -1.22 4.41
72 C 3.21 -1.23 5.92
73 C 3.55 0.17 6.42
74 N 4.26 -2.19 6.34
75 H 2.63 -0.91 1.93
76 H 3.34 0.69 2.44
77 H 1.63 0.56 2.19
78 H 3.14 -2.22 3.96
79 H 4.19 -0.89 4.09
80 H 2.27 -1.44 6.44
81 H 4.59 0.44 6.20
82 H 3.51 0.30 7.51
83 H 2.81 0.91 6.11
84 H 3.85 -2.76 7.08
85 H 5.01 -1.69 6.82
86 C -0.24 0.47 5.75
87 O -1.07 0.76 6.86
88 C -2.42 0.34 6.76
89 C -3.33 1.39 6.10
90 C -3.04 2.79 6.56
91 N -4.74 1.09 6.37
92 H 0.54 1.22 5.70
93 H -0.72 0.38 4.77
94 H 0.30 -0.47 5.92
95 H -2.66 -0.62 6.27
96 H -2.73 0.32 7.81
97 H -3.27 1.37 5.01
98 H -3.62 3.53 6.00
99 H -2.01 3.08 6.35
100 H -3.35 2.94 7.59
101 H -4.89 0.75 7.33
102 H -5.15 0.27 5.92
103 C -4.66 2.07 0.65
104 O -5.93 1.38 0.70
105 C -7.06 2.23 0.53
106 C -8.33 1.41 0.83
107 C -9.60 2.20 0.55
108 N -8.34 1.07 2.29
109 H -4.59 2.85 -0.11
110 H -3.92 1.29 0.51
111 H -4.58 2.49 1.66
112 H -7.00 3.06 1.25
113 H -7.01 2.67 -0.47
114 H -8.25 0.47 0.29
115 H -10.43 1.57 0.86
116 H -9.76 2.41 -0.52
117 H -9.49 3.16 1.04
118 H -8.07 1.93 2.78
119 H -7.46 0.56 2.48
120 C 3.14 -0.53 -8.81
121 O 3.42 -1.44 -7.75
122 C 2.26 -1.97 -7.11
123 C 2.67 -3.01 -6.10
124 C 1.58 -3.75 -5.35
125 N 3.65 -2.40 -5.15
126 H 2.10 -0.51 -9.11
127 H 3.91 -0.80 -9.55
128 H 3.50 0.48 -8.57
129 H 1.69 -1.11 -6.74
130 H 1.65 -2.45 -7.89
131 H 3.26 -3.78 -6.63
132 H 0.77 -3.19 -4.87
133 H 1.89 -4.49 -4.62
134 H 1.10 -4.30 -6.17
135 H 4.33 -3.05 -4.79
136 H 4.12 -1.73 -5.75
137 C 1.71 -1.10 -2.09
138 O 0.51 -0.87 -1.41
139 C 0.75 -0.58 -0.03
140 C -0.66 -0.44 0.55
141 C -0.69 -0.01 1.99
142 N -1.45 -1.65 0.40
143 H 2.35 -0.21 -2.06
144 H 1.63 -1.31 -3.16
145 H 2.20 -1.98 -1.65
146 H 1.36 -1.35 0.48
147 H 1.36 0.33 0.03
148 H -1.14 0.29 -0.11
149 H -0.22 0.98 2.10
150 H -0.19 -0.71 2.66
151 H -1.69 0.07 2.40
152 H -1.06 -2.40 0.98
153 H -1.29 -1.95 -0.56
154 C 0.73 2.42 -3.36
155 O 1.45 2.77 -2.20
156 C 2.85 2.66 -2.30
157 C 3.51 2.82 -0.94
158 C 3.28 4.21 -0.34
159 N 4.98 2.66 -1.00
160 H 1.25 2.78 -4.25
161 H -0.28 2.81 -3.27
162 H 0.62 1.34 -3.54
163 H 3.22 1.67 -2.59
164 H 3.17 3.45 -3.00
165 H 3.09 2.11 -0.22
166 H 3.35 5.01 -1.08
167 H 3.94 4.42 0.50
168 H 2.29 4.38 0.09
169 H 5.28 3.47 -1.55
170 H 5.23 1.87 -1.58
171 C -6.02 -1.97 6.69
172 O -5.32 -1.79 5.49
173 C -5.76 -2.54 4.36
174 C -5.28 -1.81 3.13
175 C -3.75 -1.67 2.92
176 N -5.85 -0.48 3.03
177 H -5.68 -1.20 7.39
178 H -5.74 -2.94 7.11
179 H -7.11 -1.83 6.68
180 H -5.31 -3.53 4.36
181 H -6.85 -2.60 4.39
182 H -5.61 -2.40 2.26
183 H -3.24 -1.45 3.86
184 H -3.62 -0.91 2.16
185 H -3.33 -2.61 2.55
186 H -5.66 -0.05 2.14
187 H -5.49 0.12 3.76
188 C -2.91 0.05 -3.13
189 O -3.98 0.63 -3.84
190 C -5.07 -0.20 -4.13
191 C -5.96 0.54 -5.13
192 C -6.94 1.58 -4.60
193 N -6.73 -0.44 -5.92
194 H -2.03 0.66 -3.27
195 H -2.72 -0.95 -3.54
196 H -3.18 0.00 -2.07
197 H -4.76 -1.11 -4.66
198 H -5.62 -0.50 -3.23
199 H -5.29 1.03 -5.85
200 H -6.51 2.23 -3.84
201 H -7.76 1.01 -4.16
202 H -7.19 2.28 -5.40
203 H -7.51 0.07 -6.34
204 H -6.23 -0.75 -6.75

***

C5H6N2O | the ωB97M-V functional and the def2-TZVPD basis

Computed properties:
2S+1: 1
HOMO-LUMO gap (eV): 9.271
ΔE to the lowest compared entry with this formula, charge and spin (kcal/mol): 93.8
HOMO energy (eV): -8.86
Energy (eV): -10305.535
SMILES string: C#CC(=O)N(N)C=C
Molar mass (g mol⁻¹): 110.1

Atoms and positions in Å:
1 C -0.21 -1.29 2.77
2 C -0.62 -1.12 1.61
3 C -0.96 -0.96 0.18
4 O -2.01 -1.49 -0.24
5 N -0.18 -0.17 -0.56
6 N -0.43 0.10 -1.87
7 C 0.84 0.58 0.04
8 C 1.19 1.81 -0.56
9 H 0.00 -1.39 3.85
10 H -0.41 -0.78 -2.51
11 H -1.46 0.14 -1.95
12 H 1.25 0.23 0.97
13 H 2.20 2.17 -0.13
14 H 0.80 2.16 -1.59

***

> Which of these has the lowest energy?

C48H132N12O12

***

Please write out number 1 again, unchanged.
C6H17N2 | the ωB97M-V functional and the def2-TZVPD basis

Computed properties:
2S+1: 1
HOMO-LUMO gap (eV): 6.685
ΔE to the lowest compared entry with this formula, charge and spin (kcal/mol): 90.3
HOMO energy (eV): -13.86
Energy (eV): -9468.119
Molar mass (g mol⁻¹): 117.2
Total charge: +1

Atoms and positions in Å:
1 N -0.50 1.16 -3.82
2 C 0.29 0.29 -0.31
3 C -0.55 0.94 0.69
4 C -1.37 -0.19 1.46
5 C -2.22 0.46 2.56
6 C 1.75 0.16 -0.06
7 N 2.22 -1.13 0.50
8 C 1.98 -2.26 -0.43
9 H -0.02 1.73 -3.13
10 H -1.34 0.96 -3.29
11 H -0.80 1.86 -4.49
12 H -0.02 0.31 -1.35
13 H 0.09 1.38 1.45
14 H -1.24 1.68 0.29
15 H -0.78 -1.05 1.77
16 H -2.04 -0.55 0.68
17 H -1.66 1.10 3.25
18 H -2.92 1.10 2.02
19 H -2.79 -0.29 3.10
20 H 2.35 0.33 -0.96
21 H 2.05 0.93 0.66
22 H 1.69 -1.27 1.36
23 H 2.79 -2.27 -1.15
24 H 1.02 -2.18 -0.95
25 H 2.01 -3.20 0.12

***

> Which value of energy does entry 4 give?

-94359.990 eV

***

> What is the ΔE to the lowest compared entry with this formula, charge and spin in the third record?

113.4 kcal/mol